Record 1
C17H22N8S5W | the ωB97M-V functional and the def2-TZVPD basis

HOMO energy (spin up / spin down) in eV: -12.46 / -12.46
Net charge: +2
E_LUMO (spin up / spin down) in eV: -7.50 / -7.50
Kohn-Sham gap (spin up / spin down) in eV: 5.0 / 5.0

Positions of all 53 atoms, in Å:
1 W 0.3884 0.0871 -0.9701
2 S 5.3460 4.9665 -3.1809
3 C 4.1803 3.9404 -2.8049
4 S 2.8444 4.3335 -1.7399
5 C 2.1383 2.7491 -1.6954
6 C 2.7565 1.7998 -2.3957
7 S 2.1990 0.1340 -2.3986
8 S 4.1899 2.2513 -3.2700
9 S 0.6587 2.4336 -0.8034
10 N -1.5813 1.9798 -3.1621
11 C -2.0798 0.7960 -2.8812
12 N -3.3363 0.5572 -3.2206
13 C -3.7939 -0.6697 -3.0084
14 N -5.0677 -0.9216 -3.2301
15 N -3.0292 -1.7359 -2.5782
16 C -1.8349 -1.4313 -2.2437
17 N -1.2732 -0.1628 -2.2488
18 C -0.9098 -2.5148 -1.8272
19 C -1.1534 -3.8391 -2.0690
20 C -0.1787 -4.7629 -1.7067
21 C 0.9935 -4.3105 -1.1316
22 C 1.1635 -2.9520 -0.9258
23 N 0.2144 -2.0603 -1.2545
24 H -2.1770 2.6447 -3.6310
25 H -0.6372 2.2352 -2.9215
26 H -5.6689 -0.1894 -3.5738
27 H -5.4242 -1.8567 -3.1198
28 H -2.0830 -4.1297 -2.5396
29 H -0.3302 -5.8191 -1.8889
30 H 1.7864 -4.9939 -0.8577
31 H 2.0747 -2.5594 -0.4998
32 C -0.4632 1.9762 4.6515
33 C -0.6876 0.5501 4.1783
34 N 0.3306 0.1047 3.1960
35 C 1.6767 -0.2323 3.7167
36 C 2.7036 0.8747 3.5043
37 C 0.1076 0.0837 1.9123
38 C -1.2188 0.4952 1.3371
39 N 1.0171 -0.2607 0.9921
40 H -1.2863 2.2693 5.3042
41 H -0.4244 2.6754 3.8125
42 H 0.4613 2.0718 5.2229
43 H -1.6741 0.4388 3.7376
44 H -0.6380 -0.1499 5.0105
45 H 1.9944 -1.1742 3.2645
46 H 1.5498 -0.4366 4.7763
47 H 2.7848 1.1802 2.4594
48 H 3.6822 0.5205 3.8287
49 H 2.4556 1.7602 4.0873
50 H -1.4025 1.5578 1.4771
51 H -2.0535 -0.0811 1.7297
52 H -1.2218 0.3053 0.2601
53 H 1.9312 -0.5284 1.3200

=====

Record 2
C4H7FOS | the ωB97M-V functional and the def2-TZVPD basis

HOMO energy in eV: -9.31
Net charge: 0
Structure (SMILES): C=C(C)COSF
Energy above the lowest of the compared OMol25 structures with the same formula, charge and spin in kJ/mol: 218.2
E_LUMO in eV: 0.40
Kohn-Sham gap in eV: 9.7

Positions of all 14 atoms, in Å:
1 C -0.1525 0.1513 -1.4650
2 C 0.0480 -0.2255 -0.2069
3 C -0.8096 0.3838 0.8473
4 C 1.1279 -1.2575 0.2430
5 O 0.6417 -1.9930 1.3726
6 S 1.5322 -2.5418 2.6238
7 F 1.4136 -1.3917 3.8721
8 H -0.9253 0.8231 -1.8457
9 H 0.5370 -0.1614 -2.2877
10 H -0.8172 -0.1801 1.6700
11 H -1.7785 0.4459 0.2997
12 H -0.5990 1.3926 1.1941
13 H 2.2131 -0.8714 0.5857
14 H 1.3566 -1.9505 -0.5001

=====

Record 3
C36H37NP2V | the ωB97M-V functional and the def2-TZVPD basis

HOMO energy (spin up / spin down) in eV: -13.33 / -13.76
Net charge: +2
Energy above the lowest of the compared OMol25 structures with the same formula, charge and spin in kJ/mol: 36.9
E_LUMO (spin up / spin down) in eV: -6.99 / -8.03
Multiplicity: 2
Kohn-Sham gap (spin up / spin down) in eV: 6.3 / 5.7

Positions of all 77 atoms, in Å:
1 V -1.5633 -2.3719 2.6518
2 C -0.8353 -3.2151 4.9379
3 C 0.0841 -2.4238 4.2276
4 C 1.2326 -2.9730 3.3978
5 C 0.8900 -3.2963 1.9286
6 C -0.3536 -4.1510 1.7257
7 C -0.9155 -4.9890 2.6675
8 C -0.2487 -5.4743 3.9213
9 C -0.6623 -4.6780 5.1799
10 C -2.8546 -0.7622 2.8272
11 H -1.4591 -2.7000 5.6717
12 H 0.2613 -1.3927 4.5799
13 H 1.7025 -3.8487 3.8692
14 H 2.0214 -2.1930 3.3723
15 H 0.7671 -2.3609 1.3493
16 H 1.7718 -3.7552 1.4395
17 H -0.5960 -4.2879 0.6620
18 H -1.9013 -5.4121 2.4718
19 H 0.8430 -5.5257 3.8158
20 H -0.5937 -6.5098 4.0913
21 H -1.5887 -5.1214 5.5886
22 H 0.0930 -4.8418 5.9708
23 H -3.2723 -0.6665 3.8481
24 H -3.6492 -1.1298 2.1424
25 H -2.3979 0.1696 2.4688
26 P 0.6269 2.7743 -0.6971
27 P -0.5247 1.1067 -2.7302
28 C 1.8267 1.7336 -1.5974
29 C 1.2857 1.0737 -2.6563
30 C 1.4389 4.4427 -0.7281
31 C 2.7883 4.6147 -1.0551
32 C 3.3716 5.8832 -0.9894
33 C 2.5962 6.9947 -0.6563
34 C 1.2361 6.8339 -0.3581
35 C 0.6586 5.5701 -0.3879
36 C 0.9017 2.2424 1.0120
37 C 0.3040 1.0004 1.3231
38 C 0.5305 0.4192 2.5585
39 C 1.3102 1.0642 3.5237
40 C 1.9195 2.2891 3.2098
41 C 1.7399 2.8732 1.9479
42 C -0.7269 1.6902 -4.4923
43 C -0.3109 3.0068 -4.7907
44 C -0.2349 3.4443 -6.1078
45 C -0.6412 2.6138 -7.1581
46 C -1.1004 1.3315 -6.8712
47 C -1.1377 0.8662 -5.5484
48 C -0.9809 -0.6443 -2.8751
49 C -2.3578 -0.9653 -2.8303
50 C -2.7637 -2.2903 -2.9780
51 C -1.8101 -3.3141 -3.0898
52 C -0.4503 -2.9925 -3.1097
53 C -0.0268 -1.6647 -2.9958
54 H 2.8550 1.6616 -1.2350
55 H 1.8383 0.5801 -3.4555
56 H 3.3919 3.7612 -1.3338
57 H 4.4390 5.9925 -1.1916
58 H 3.0481 7.9854 -0.6393
59 H 0.6356 7.7041 -0.0828
60 H -0.3812 5.4285 -0.1208
61 H -0.2935 0.4886 0.5695
62 H 0.0988 -0.5738 2.7641
63 H 1.4665 0.6057 4.5009
64 H 2.5567 2.7885 3.9529
65 H 2.2708 3.7929 1.6959
66 H 0.0130 3.6586 -3.9793
67 H 0.1619 4.4314 -6.3304
68 H -0.5981 2.9639 -8.1876
69 H -1.4180 0.6685 -7.6795
70 H -1.4474 -0.1602 -5.3566
71 H -3.0852 -0.1713 -2.6846
72 H -3.8303 -2.5299 -2.9932
73 H -2.1294 -4.3523 -3.1472
74 H 0.3002 -3.7838 -3.2001
75 H 1.0300 -1.4200 -2.9865
76 N -4.0038 -4.1446 3.9566
77 C -3.1626 -3.4627 3.4856

=====

Record 4
C35H33BiClN4Si2 | the ωB97M-V functional and the def2-TZVPD basis

HOMO energy in eV: -7.39
Net charge: +1
Energy above the lowest of the compared OMol25 structures with the same formula, charge and spin in kJ/mol: 346.8
E_LUMO in eV: -3.58
Kohn-Sham gap in eV: 3.8

Positions of all 76 atoms, in Å:
1 C 0.9178 0.2323 -0.5814
2 C 2.2871 -0.0919 -0.2152
3 C 2.9971 -0.3765 -1.4007
4 H 2.6829 0.0712 0.7851
5 C 2.1141 -0.2591 -2.4923
6 C 0.8320 0.0737 -2.0280
7 H -0.0293 0.3790 -2.6047
8 H 0.2232 0.8402 -0.0052
9 H 4.0715 -0.5144 -1.4739
10 H 2.3962 -0.3194 -3.5440
11 Bi 0.1994 -2.1290 -0.4584
12 Si -1.6052 -5.2281 3.0386
13 C 0.0562 -4.6125 3.5805
14 C 0.6795 -5.3327 4.6153
15 H 0.1371 -6.1556 5.0870
16 C 2.0062 -5.0724 4.9452
17 H 2.4905 -5.6592 5.7220
18 C 2.7465 -4.0929 4.2767
19 H 3.7922 -3.9261 4.5018
20 C 2.0832 -3.3009 3.3384
21 H 2.6247 -2.5042 2.8241
22 C 0.7359 -3.4994 3.0555
23 H 0.1886 -2.8165 2.4099
24 C 1.3804 -3.9007 -1.6163
25 C 2.8177 -3.8184 -1.6332
26 H 3.3873 -4.0492 -0.7301
27 C 3.4868 -3.5578 -2.8202
28 H 4.5869 -3.5236 -2.8254
29 C 2.7768 -3.3956 -4.0161
30 H 3.3288 -3.2649 -4.9527
31 C 1.3929 -3.4234 -4.0220
32 H 0.8434 -3.2829 -4.9573
33 C 0.6678 -3.6328 -2.8564
34 H -0.4250 -3.7613 -2.9264
35 H -2.5092 -4.0574 3.0732
36 Si 0.7627 -5.1803 -0.2878
37 C 0.7799 -6.6855 -1.4901
38 C 1.8290 -7.6255 -1.4804
39 H 2.5149 -7.6961 -0.6265
40 C 2.0300 -8.5292 -2.5356
41 H 2.8760 -9.2273 -2.5033
42 C 1.1433 -8.5357 -3.6181
43 H 1.2892 -9.2323 -4.4497
44 C 0.0255 -7.6949 -3.5988
45 H -0.7064 -7.7221 -4.4123
46 C -0.1613 -6.7957 -2.5343
47 H -1.0526 -6.1718 -2.5341
48 C 1.7314 -6.0970 1.1217
49 C 3.0855 -5.8788 1.3983
50 H 3.5827 -4.9862 1.0100
51 C 3.8207 -6.7548 2.2016
52 H 4.8912 -6.6067 2.3346
53 C 3.1815 -7.7892 2.8808
54 H 3.7259 -8.4162 3.5933
55 C 1.8194 -7.9954 2.6789
56 H 1.2739 -8.7448 3.2502
57 C 1.1311 -7.2187 1.7365
58 H 0.0940 -7.4804 1.5213
59 H -2.0397 -6.4186 3.6996
60 Cl -1.3484 -5.1704 0.6438
61 N -1.7196 1.0157 2.4057
62 C -0.7657 0.8065 3.4022
63 C -0.1242 -0.3550 3.0595
64 N -0.6369 -0.8427 1.8681
65 C -1.6129 0.0032 1.4951
66 C -2.2954 0.0046 0.2147
67 N -2.0298 -0.8220 -0.8234
68 C -2.7901 -0.3565 -1.8933
69 C -3.4857 0.7559 -1.5166
70 N -3.1622 0.9751 -0.1831
71 H -2.4037 1.7685 2.3801
72 H -0.5940 1.4861 4.2076
73 H 0.6602 -0.8879 3.5719
74 H -2.7665 -0.8695 -2.8451
75 H -4.1306 1.4143 -2.0746
76 H -3.5617 1.6862 0.4225